(1)
The following is a quantum chemistry calculation of a 2-piece molecular cluster, C4H8F2N overall, from OMol25.

```
! RIJCOSX wB97M-V def2-TZVPD def2/J DEFGRID3
* xyz 1 1
C 0.595 0.999 -0.171
C -0.801 -0.952 -0.551
C -0.623 0.277 -0.046
C -1.668 0.926 0.857
N 1.501 0.605 -0.955
F -1.953 -1.522 -0.577
F 1.882 -2.147 0.311
H 0.677 1.876 0.379
H 0.008 -1.480 -1.172
H -1.949 0.320 1.813
H -2.565 1.278 0.311
H -1.135 1.724 1.316
H 2.354 -2.697 0.938
H 2.384 1.069 -1.118
H 1.292 -0.276 -1.335
*
```

Results
Relative energy (zero: lowest compared OMol25 entry of this formula, charge and spin): 70.1 kJ/mol
E: -411.398418 Ha
Frontier orbital gap: 9.25 eV

(2)
The following is a quantum chemistry calculation of C26H31NO2ReSbSe4Te as an isolated structure, from OMol25.

```
! RIJCOSX wB97M-V def2-TZVPD def2/J DEFGRID3
* xyz 0 1
Re -0.575 0.823 3.252
Se -4.998 1.643 5.642
Sb -3.722 0.012 4.511
Se -1.248 0.316 5.411
Se -2.698 1.244 2.371
Se -4.269 -2.185 3.920
C -1.063 3.826 4.284
O -0.099 2.904 3.683
H -1.718 4.209 3.504
H -0.507 4.617 4.780
H -1.644 3.253 5.001
H 0.492 3.390 3.093
C -1.521 0.535 -6.803
C -1.302 0.304 -5.334
C -0.200 -0.406 -4.874
C 0.006 -0.644 -3.521
C 1.223 -1.422 -3.106
C -0.918 -0.143 -2.590
Te -0.678 -0.609 -0.538
N -0.111 -0.738 2.741
C 0.559 -1.920 3.208
O 1.353 -1.817 4.105
C 0.180 -3.176 2.535
C 1.096 -4.226 2.525
C 0.766 -5.412 1.898
C -0.485 -5.558 1.307
C -1.408 -4.524 1.349
C -1.074 -3.324 1.958
C 1.059 0.558 -0.151
C 2.273 -0.027 0.220
C 2.495 -1.508 0.362
C 3.368 0.797 0.490
C 3.295 2.174 0.409
C 4.493 3.041 0.677
C 2.074 2.740 0.054
C 0.959 1.963 -0.229
C -0.314 2.659 -0.629
C -2.039 0.573 -3.033
C -3.108 1.132 -2.128
C -2.203 0.784 -4.400
H -0.743 0.059 -7.398
H -1.519 1.601 -7.036
H -2.484 0.134 -7.121
H 0.516 -0.794 -5.589
H 1.747 -1.804 -3.982
H 0.956 -2.264 -2.465
H 1.917 -0.796 -2.540
H 2.056 -4.095 3.008
H 1.477 -6.227 1.874
H -0.743 -6.489 0.820
H -2.390 -4.650 0.915
H -1.800 -2.521 2.026
H 1.637 -2.097 0.043
H 2.708 -1.758 1.403
H 3.362 -1.817 -0.226
H 4.308 0.331 0.768
H 5.369 2.441 0.915
H 4.311 3.719 1.513
H 4.730 3.656 -0.193
H 1.991 3.820 -0.020
H -0.187 3.741 -0.575
H -1.153 2.370 0.010
H -0.597 2.403 -1.651
H -2.902 0.955 -1.074
H -4.072 0.678 -2.361
H -3.210 2.208 -2.282
H -3.073 1.339 -4.737
*
```

Results
Relative energy (zero: lowest compared OMol25 entry of this formula, charge and spin): 51.3 kJ/mol
E: -11406.854025 Ha
Frontier orbital gap (alpha / beta): 5.86 / 5.86 eV

(3)
The following is a quantum chemistry calculation of one molecule with the formula C15H19ClN2O, from OMol25.

```
! RIJCOSX wB97M-V def2-TZVPD def2/J DEFGRID3
* xyz 0 1
C 0.018 5.152 2.805
C -0.032 3.724 2.364
C -0.522 3.377 1.119
C -0.574 2.047 0.701
O -1.099 1.851 -0.541
C -1.134 0.555 -1.096
C 0.232 0.118 -1.635
C 0.166 -1.172 -2.447
C -0.137 -2.407 -1.589
N -0.119 -3.603 -2.383
C 0.985 -4.326 -2.744
C 0.534 -5.326 -3.555
N -0.812 -5.229 -3.706
C -1.170 -4.193 -3.001
C -0.122 1.052 1.558
C 0.376 1.368 2.816
C 0.862 0.293 3.737
C 0.415 2.702 3.199
Cl 1.038 3.109 4.766
H 1.042 5.437 3.046
H -0.581 5.290 3.704
H -0.358 5.809 2.026
H -0.880 4.136 0.442
H -1.529 -0.164 -0.369
H -1.844 0.633 -1.925
H 0.937 0.002 -0.809
H 0.605 0.922 -2.273
H 1.126 -1.327 -2.944
H -0.598 -1.082 -3.223
H -1.126 -2.319 -1.131
H 0.612 -2.499 -0.795
H 1.965 -4.078 -2.392
H 1.088 -6.106 -4.037
H -2.177 -3.838 -2.900
H -0.152 0.012 1.272
H 0.293 0.308 4.666
H 0.762 -0.688 3.280
H 1.908 0.459 3.992
*
```

Results
Relative energy (zero: lowest compared OMol25 entry of this formula, charge and spin): 2.4 kJ/mol
E: -1227.930265 Ha
Frontier orbital gap: 8.98 eV
SMILES string: Cc1cc(OCCCCn2ccnc2)cc(C)c1Cl

(4)
The following is a quantum chemistry calculation of C25H23AsIrNO6S as an isolated structure, from OMol25.

```
! RIJCOSX wB97M-V def2-TZVPD def2/J DEFGRID3
* xyz 1 2
Ir 0.592 -0.249 0.377
C -0.429 -3.812 -3.117
C 0.514 -2.972 -2.310
C 0.664 -3.193 -0.947
C 1.572 -2.440 -0.195
C 2.304 -1.396 -0.802
C 2.168 -1.209 -2.193
C 1.288 -1.971 -2.922
H -1.405 -3.885 -2.635
H -0.040 -4.828 -3.209
H -0.567 -3.411 -4.119
H 0.105 -3.984 -0.461
H 1.788 -2.714 0.828
H 3.118 -0.920 -0.269
H 2.778 -0.468 -2.692
H 1.195 -1.811 -3.989
O 0.468 3.552 2.023
As 0.645 1.840 2.046
O 1.671 1.399 0.717
O -0.664 0.970 1.430
C 1.005 1.457 3.871
C 1.157 2.534 4.734
C 1.364 2.298 6.087
C 1.424 1.001 6.563
C 1.274 -0.079 5.697
C 1.054 0.140 4.352
S 0.892 -1.293 3.292
O 1.619 -2.341 3.928
O 1.648 -0.780 2.064
O -0.482 -1.499 2.918
H 0.347 3.882 1.122
H 1.117 3.546 4.356
H 1.485 3.134 6.762
H 1.597 0.817 7.614
H 1.342 -1.096 6.057
C -4.523 -0.437 -0.326
C -4.115 0.860 -0.616
C -2.796 1.118 -0.942
C -1.878 0.068 -0.980
C -2.279 -1.226 -0.672
C -3.607 -1.475 -0.353
N -0.499 0.348 -1.203
C -0.142 1.098 -2.275
C 1.126 1.735 -2.309
C 1.487 2.496 -3.395
C 0.626 2.633 -4.484
C -0.614 1.996 -4.478
C -1.004 1.241 -3.396
H -5.555 -0.634 -0.070
H -4.827 1.673 -0.576
H -2.461 2.127 -1.142
H -1.558 -2.031 -0.698
H -3.922 -2.484 -0.122
H 1.785 1.646 -1.459
H 2.449 2.992 -3.403
H 0.924 3.227 -5.338
H -1.272 2.085 -5.332
H -1.952 0.723 -3.408
*
```

Results
Relative energy (zero: lowest compared OMol25 entry of this formula, charge and spin): 14.6 kJ/mol
⟨S²⟩: 0.80
E: -4210.688361 Ha
Frontier orbital gap (alpha / beta): 6.85 / 6.91 eV

> Which value of E does entry 1 give?

-411.398418 Ha